A 14-piece molecular cluster, H28O14 overall, computed with the ωB97M-V functional and the def2-TZVPD basis.

Cartesian coordinates (Å):
O1 0.826 1.655 3.315
H1 1.362 2.018 4.040
H2 0.742 2.382 2.686
O2 3.316 0.022 5.623
H3 3.180 0.990 5.697
H4 2.664 -0.371 6.217
O3 1.719 -1.602 3.057
H5 1.478 -1.462 3.980
H6 0.898 -1.457 2.562
O4 7.141 -1.197 3.014
H7 6.250 -1.577 3.043
H8 7.071 -0.407 2.467
O5 2.613 2.718 5.314
H9 3.121 3.418 4.877
H10 2.638 2.933 6.257
O6 4.189 0.489 3.046
H11 3.754 0.358 3.916
H12 4.213 -0.402 2.660
O7 5.272 -1.865 6.657
H13 4.575 -1.425 6.156
H14 5.345 -2.744 6.270
O8 4.414 -2.556 3.101
H15 3.506 -2.359 3.386
H16 4.300 -3.016 2.258
O9 6.627 1.908 2.874
H17 6.411 2.677 2.338
H18 5.769 1.447 2.995
O10 3.314 3.249 2.483
H19 3.373 2.277 2.544
H20 4.226 3.555 2.457
O11 2.112 -2.596 0.454
H21 2.232 -2.198 1.325
H22 2.717 -2.116 -0.120
O12 6.808 1.211 5.759
H23 5.996 0.695 5.751
H24 7.058 1.296 4.826
O13 1.452 0.308 0.745
H25 1.372 0.564 1.678
H26 2.396 0.333 0.539
O14 4.236 1.054 -0.098
H27 3.919 1.856 -0.531
H28 4.991 1.336 0.430

- ΔE to the lowest compared entry with this formula, charge and spin (kJ/mol) = 85.4
- spin multiplicity = 1
- electronic energy (hartree) = -1070.1684
- F_max (eV/A) = 0.61
- Kohn-Sham gap (eV) = 10.03